[1]
ORCA calculation (ωB97M-V with the def2-TZVPD basis set) on the molecule C25H22ClN3O4S2.

Output
HOMO level = -8.28 eV
Electronic energy = -73137.981 eV
SMILES string = CC[C@@H](Sc1nc2ccsc2c(=O)n1Cc1ccc(C(=O)O)cc1)C(=O)Nc1ccc(C)c(Cl)c1
Kohn-Sham gap = 8.538 eV

CARTESIAN COORDINATES (ANGSTROEM)
1 C 4.195 -1.745 1.961
2 C 3.208 -0.670 2.394
3 C 2.363 -0.160 1.232
4 S 1.319 -1.540 0.585
5 C 0.099 -0.543 -0.205
6 N 0.536 0.495 -0.837
7 C -0.391 1.347 -1.340
8 C -0.130 2.552 -2.038
9 C -1.275 3.205 -2.352
10 S -2.703 2.396 -1.834
11 C -1.752 1.119 -1.170
12 C -2.250 -0.058 -0.527
13 O -3.409 -0.378 -0.367
14 N -1.202 -0.887 -0.057
15 C -1.576 -2.107 0.637
16 C -1.245 -3.323 -0.186
17 C -1.751 -3.433 -1.478
18 C -1.446 -4.532 -2.253
19 C -0.633 -5.543 -1.744
20 C -0.329 -6.705 -2.605
21 O -0.721 -6.843 -3.737
22 O 0.444 -7.627 -2.007
23 C -0.131 -5.438 -0.449
24 C -0.435 -4.332 0.320
25 C 1.364 0.894 1.705
26 O 0.468 0.612 2.468
27 N 1.580 2.130 1.184
28 C 0.653 3.176 1.084
29 C -0.630 3.111 1.616
30 C -1.525 4.136 1.375
31 C -1.186 5.252 0.621
32 C -2.168 6.344 0.345
33 C 0.114 5.310 0.126
34 Cl 0.610 6.668 -0.826
35 C 1.027 4.296 0.347
36 H 4.776 -2.086 2.814
37 H 4.879 -1.359 1.209
38 H 3.664 -2.595 1.539
39 H 2.538 -1.061 3.161
40 H 3.747 0.181 2.820
41 H 2.984 0.194 0.408
42 H 0.857 2.894 -2.287
43 H -1.369 4.138 -2.872
44 H -1.065 -2.137 1.603
45 H -2.658 -2.039 0.794
46 H -2.392 -2.656 -1.868
47 H -1.830 -4.632 -3.257
48 H 0.604 -8.362 -2.619
49 H 0.497 -6.222 -0.057
50 H -0.041 -4.247 1.321
51 H 2.385 2.240 0.582
52 H -0.928 2.257 2.199
53 H -2.523 4.062 1.777
54 H -2.300 6.472 -0.729
55 H -3.131 6.117 0.793
56 H -1.806 7.290 0.746
57 H 2.021 4.371 -0.068

***

[2]
ORCA calculation (ωB97M-V with the def2-TZVPD basis set) on the molecule C25H22N2O3.

Output
HOMO level = -8.90 eV
Electronic energy = -35405.872 eV
SMILES string = O=C(c1ccccc1)c1ccccc1C(=O)N1CCN(C(=O)c2ccccc2)CC1
Kohn-Sham gap = 8.888 eV

CARTESIAN COORDINATES (ANGSTROEM)
1 O -1.725 -1.359 -0.307
2 C -2.688 -0.618 -0.346
3 C -4.079 -1.120 -0.320
4 C -5.137 -0.322 0.112
5 C -6.419 -0.837 0.148
6 C -6.658 -2.143 -0.251
7 C -5.609 -2.945 -0.673
8 C -4.324 -2.440 -0.698
9 C -2.520 0.860 -0.445
10 C -3.183 1.595 -1.423
11 C -2.967 2.956 -1.535
12 C -2.102 3.597 -0.661
13 C -1.446 2.875 0.321
14 C -1.635 1.503 0.422
15 C -1.036 0.730 1.564
16 O -1.637 0.630 2.618
17 N 0.180 0.192 1.352
18 C 0.829 -0.590 2.382
19 C 2.220 -0.017 2.650
20 N 2.975 0.057 1.415
21 C 4.042 -0.763 1.230
22 O 4.422 -1.536 2.088
23 C 4.765 -0.628 -0.074
24 C 5.435 0.548 -0.396
25 C 6.169 0.628 -1.566
26 C 6.236 -0.460 -2.421
27 C 5.577 -1.634 -2.099
28 C 4.851 -1.723 -0.924
29 C 2.317 0.823 0.385
30 C 0.918 0.247 0.117
31 H -4.949 0.689 0.443
32 H -7.236 -0.220 0.491
33 H -7.663 -2.538 -0.226
34 H -5.795 -3.965 -0.975
35 H -3.490 -3.049 -1.016
36 H -3.856 1.091 -2.101
37 H -3.479 3.521 -2.299
38 H -1.943 4.662 -0.742
39 H -0.784 3.373 1.014
40 H 0.207 -0.549 3.277
41 H 0.913 -1.630 2.045
42 H 2.773 -0.656 3.340
43 H 2.133 0.990 3.071
44 H 5.389 1.391 0.277
45 H 6.693 1.541 -1.810
46 H 6.808 -0.394 -3.334
47 H 5.636 -2.486 -2.760
48 H 4.348 -2.641 -0.658
49 H 2.906 0.804 -0.532
50 H 2.219 1.862 0.726
51 H 0.389 0.866 -0.608
52 H 1.009 -0.768 -0.288

***

[3]
ORCA calculation (ωB97M-V with the def2-TZVPD basis set) on a structure of composition C25H23AuN4O4S4.

Output
HOMO level = -7.28 eV
Electronic energy = -87480.166 eV
Kohn-Sham gap = 4.789 eV

CARTESIAN COORDINATES (ANGSTROEM)
1 Au -0.594 -0.164 -0.169
2 C -5.217 -1.627 -2.149
3 S -4.852 0.140 -2.157
4 C -3.247 0.232 -1.498
5 S -2.331 -1.242 -1.210
6 N -2.812 1.432 -1.340
7 N -1.603 1.484 -0.695
8 C -0.976 2.573 -0.530
9 C 0.234 2.524 0.286
10 C 0.805 3.622 0.846
11 C 1.921 3.454 1.674
12 C 2.424 2.202 1.877
13 C 1.803 1.106 1.257
14 N 0.735 1.280 0.499
15 H -6.225 -1.707 -2.551
16 H -5.191 -2.015 -1.133
17 H -4.526 -2.177 -2.785
18 H -1.365 3.490 -0.958
19 H 0.375 4.599 0.662
20 H 2.383 4.312 2.146
21 H 3.306 2.023 2.475
22 H 2.164 0.095 1.398
23 C 2.980 -7.641 1.453
24 C 2.446 -6.295 1.021
25 C 3.210 -5.144 1.167
26 C 2.746 -3.901 0.748
27 C 3.588 -2.653 0.891
28 C 1.480 -3.830 0.174
29 C 0.688 -4.967 0.003
30 C -0.684 -4.868 -0.624
31 C 1.189 -6.188 0.436
32 C 0.943 -2.497 -0.266
33 O 1.147 -2.046 -1.369
34 O 0.184 -1.872 0.642
35 H 3.809 -7.529 2.154
36 H 3.347 -8.205 0.591
37 H 2.203 -8.241 1.931
38 H 4.200 -5.217 1.614
39 H 4.556 -2.870 1.341
40 H 3.088 -1.904 1.513
41 H 3.762 -2.194 -0.088
42 H -1.387 -4.385 0.063
43 H -1.077 -5.854 -0.875
44 H -0.649 -4.267 -1.539
45 H 0.584 -7.084 0.308
46 O 6.576 1.529 -0.071
47 S 5.501 0.574 -0.136
48 O 5.172 -0.119 1.102
49 N 4.136 1.232 -0.752
50 C 3.728 0.581 -1.857
51 S 2.335 0.877 -2.736
52 C 4.689 -0.499 -2.283
53 C 4.618 -1.320 -3.390
54 C 5.656 -2.219 -3.613
55 C 6.752 -2.288 -2.751
56 C 6.821 -1.468 -1.633
57 C 5.767 -0.598 -1.424
58 H 3.770 -1.246 -4.061
59 H 5.620 -2.872 -4.477
60 H 7.557 -2.982 -2.960
61 H 7.669 -1.499 -0.955

***

[4]
ORCA calculation (ωB97M-V with the def2-TZVPD basis set) on a structure of composition C25H23BrF3FeN3OP.

Output
HOMO level (alpha / beta) = -14.00 / -14.39 eV
Spin multiplicity = 6
Electronic energy = -154675.382 eV
Charge = +2
Kohn-Sham gap (alpha / beta) = 7.661 / 5.898 eV
⟨S²⟩ = 8.79

CARTESIAN COORDINATES (ANGSTROEM)
1 Fe 0.065 -0.231 -0.129
2 Br 6.005 4.415 -0.839
3 C 4.769 3.064 -0.728
4 C 5.204 1.726 -0.561
5 C 4.290 0.726 -0.480
6 C 2.875 1.003 -0.543
7 O 2.057 0.057 -0.458
8 C 2.449 2.383 -0.724
9 C 1.044 2.759 -0.868
10 N 0.056 1.982 -0.651
11 C -1.269 2.451 -0.861
12 C -1.667 3.761 -0.833
13 C -3.010 4.111 -1.087
14 C -3.935 3.146 -1.359
15 C -3.564 1.780 -1.354
16 C -4.486 0.737 -1.598
17 C -4.067 -0.560 -1.538
18 C -2.726 -0.819 -1.219
19 N -1.822 0.122 -1.012
20 C -2.229 1.430 -1.084
21 C 3.396 3.369 -0.820
22 H 6.265 1.520 -0.507
23 H 4.586 -0.308 -0.366
24 H 0.882 3.780 -1.217
25 H -0.961 4.549 -0.603
26 H -3.298 5.153 -1.065
27 H -4.965 3.409 -1.564
28 H -5.517 0.981 -1.819
29 H -4.743 -1.384 -1.711
30 H -2.392 -1.845 -1.120
31 H 3.100 4.400 -0.971
32 C -0.687 -1.021 3.402
33 P -0.117 0.279 2.270
34 C -1.222 1.673 2.632
35 C 1.483 0.797 2.957
36 H -0.788 -0.630 4.415
37 H 0.022 -1.849 3.423
38 H -1.654 -1.405 3.075
39 H -1.180 1.911 3.696
40 H -2.249 1.417 2.369
41 H -0.927 2.551 2.058
42 H 1.391 0.992 4.026
43 H 1.820 1.710 2.463
44 H 2.235 0.024 2.801
45 F -0.832 -6.978 -1.196
46 C 0.385 -6.559 -0.841
47 F 1.251 -6.946 -1.780
48 F 0.716 -7.142 0.309
49 C 0.394 -5.047 -0.718
50 C 0.811 -4.419 0.440
51 C 0.780 -3.038 0.481
52 N 0.354 -2.284 -0.542
53 C -0.017 -2.909 -1.672
54 C -0.014 -4.281 -1.801
55 H 1.157 -4.987 1.292
56 H 1.121 -2.510 1.363
57 H -0.307 -2.276 -2.502
58 H -0.318 -4.741 -2.731

***

[5]
ORCA calculation (ωB97M-V with the def2-TZVPD basis set) on a structure of composition C25H23Cl2FeNO7S2.

Output
HOMO level (alpha / beta) = -1.30 / -1.54 eV
Spin multiplicity = 5
Electronic energy = -123228.053 eV
Charge = -2
Kohn-Sham gap (alpha / beta) = 5.541 / 5.788 eV
⟨S²⟩ = 6.01

CARTESIAN COORDINATES (ANGSTROEM)
1 Fe -0.489 0.032 0.039
2 C 0.349 -1.104 2.710
3 C 0.395 0.296 2.667
4 C -0.875 0.774 2.244
5 C -1.726 -0.369 2.082
6 C -0.953 -1.515 2.353
7 C -1.389 -2.938 2.184
8 C -3.225 -0.322 2.022
9 C -1.370 2.186 2.396
10 C 1.556 1.159 3.058
11 C 1.493 -2.036 2.976
12 H -1.653 -3.418 3.135
13 H -0.600 -3.535 1.720
14 H -2.254 -3.003 1.523
15 H -3.639 -1.329 1.950
16 H -3.614 0.261 1.190
17 H -3.622 0.129 2.941
18 H -2.006 2.281 3.287
19 H -1.953 2.512 1.536
20 H -0.536 2.881 2.519
21 H 1.613 2.061 2.446
22 H 2.509 0.635 2.944
23 H 1.489 1.488 4.103
24 H 1.404 -2.541 3.947
25 H 2.452 -1.513 2.972
26 H 1.555 -2.824 2.218
27 O 0.271 0.233 -2.428
28 S 0.093 1.678 -2.435
29 O 1.109 2.417 -3.163
30 O -0.145 2.184 -1.078
31 C -1.422 1.928 -3.389
32 C -1.251 2.547 -4.621
33 C -2.310 2.707 -5.503
34 C -3.564 2.236 -5.154
35 C -3.746 1.626 -3.922
36 C -2.694 1.470 -3.027
37 S -3.140 0.754 -1.425
38 O -2.240 -0.405 -1.222
39 O -4.533 0.372 -1.573
40 O -2.914 1.818 -0.470
41 H -0.259 2.892 -4.875
42 H -2.146 3.191 -6.459
43 H -4.404 2.341 -5.831
44 H -4.717 1.262 -3.620
45 Cl 1.035 -4.829 -0.638
46 C 2.043 -3.419 -0.444
47 C 3.426 -3.594 -0.392
48 C 4.268 -2.528 -0.230
49 Cl 6.002 -2.801 -0.184
50 C 3.754 -1.216 -0.116
51 C 4.531 -0.044 0.012
52 C 3.912 1.172 0.074
53 C 2.508 1.234 0.037
54 N 1.768 0.158 -0.048
55 C 2.353 -1.053 -0.151
56 C 1.422 -2.163 -0.319
57 O 0.179 -1.960 -0.333
58 H 3.830 -4.593 -0.485
59 H 5.610 -0.124 0.042
60 H 4.484 2.088 0.150
61 H 1.975 2.176 0.059

***

[6]
ORCA calculation (ωB97M-V with the def2-TZVPD basis set) on a structure of composition C25H23Cl2N3ORuSe2.

Output
HOMO level (alpha / beta) = -13.36 / -13.35 eV
Spin multiplicity = 5
Electronic energy = -191118.379 eV
Charge = +2
Kohn-Sham gap (alpha / beta) = 6.633 / 4.740 eV
⟨S²⟩ = 6.07

CARTESIAN COORDINATES (ANGSTROEM)
1 Ru 0.755 0.355 -0.204
2 C -0.255 -5.202 0.334
3 C 0.476 -4.829 1.454
4 C 1.059 -3.579 1.519
5 C 0.889 -2.684 0.458
6 C 0.133 -3.049 -0.656
7 C -0.437 -4.307 -0.713
8 N 1.556 -1.437 0.458
9 N 2.666 -1.378 1.040
10 C 3.311 -0.167 0.958
11 C 4.616 -0.063 1.428
12 C 5.279 1.146 1.296
13 C 4.622 2.240 0.740
14 C 3.309 2.133 0.291
15 C 2.626 0.919 0.337
16 H -0.668 -6.200 0.273
17 H 0.620 -5.528 2.267
18 H 1.652 -3.272 2.369
19 H 0.052 -2.370 -1.497
20 H -0.994 -4.612 -1.588
21 H 5.082 -0.927 1.882
22 H 6.306 1.241 1.619
23 H 5.134 3.190 0.672
24 H 2.824 3.018 -0.106
25 Cl -3.563 -2.336 -0.577
26 C -3.056 -1.412 0.755
27 C -3.794 -1.453 1.930
28 C -3.455 -0.674 3.018
29 Cl -4.382 -0.758 4.442
30 C -2.321 0.202 2.968
31 C -1.927 1.064 4.005
32 C -0.788 1.818 3.866
33 C -0.052 1.729 2.685
34 N -0.420 0.943 1.685
35 C -1.532 0.189 1.806
36 C -1.884 -0.604 0.650
37 O -1.166 -0.508 -0.396
38 H -4.642 -2.121 1.991
39 H -2.522 1.119 4.906
40 H -0.452 2.473 4.657
41 H 0.846 2.316 2.537
42 C -2.530 1.401 -5.303
43 Se -2.060 0.458 -3.662
44 C -2.278 2.010 -2.480
45 C -1.078 2.912 -2.565
46 Se 0.541 2.420 -1.537
47 C 1.704 2.129 -3.070
48 H -3.443 1.971 -5.152
49 H -2.689 0.662 -6.084
50 H -1.721 2.065 -5.597
51 H -2.466 1.671 -1.464
52 H -3.161 2.543 -2.833
53 H -1.324 3.910 -2.197
54 H -0.756 2.998 -3.602
55 H 1.839 3.068 -3.600
56 H 1.252 1.381 -3.717
57 H 2.662 1.775 -2.693

***

[7]
ORCA calculation (ωB97M-V with the def2-TZVPD basis set) on a cluster of 2 separate species, C25H23ClO2 in total.

Output
HOMO level = -5.52 eV
Electronic energy = -42912.046 eV
Kohn-Sham gap = 2.472 eV

CARTESIAN COORDINATES (ANGSTROEM)
1 C -3.494 0.924 -3.317
2 C -2.020 1.228 -3.365
3 O -1.287 0.054 -2.980
4 C 0.053 0.347 -2.982
5 C 0.893 -0.796 -2.740
6 C 2.285 -0.727 -2.769
7 C 2.997 0.518 -2.851
8 C 4.386 0.552 -2.868
9 Cl 5.188 2.067 -2.885
10 C 5.136 -0.638 -2.871
11 C 4.463 -1.870 -2.799
12 C 3.078 -1.920 -2.728
13 O 0.413 1.513 -3.201
14 H -4.025 1.800 -3.695
15 H -3.753 0.066 -3.943
16 H -3.826 0.745 -2.289
17 H -1.733 1.527 -4.387
18 H -1.792 2.060 -2.681
19 H 0.402 -1.753 -2.632
20 H 2.432 1.439 -2.913
21 H 6.220 -0.580 -2.922
22 H 5.040 -2.797 -2.793
23 H 2.543 -2.871 -2.655
24 C -1.505 1.286 1.671
25 C -2.869 1.416 2.073
26 C -3.646 2.532 1.648
27 C -4.939 2.727 2.121
28 C -5.510 1.807 3.019
29 C -4.779 0.679 3.421
30 C -3.484 0.475 2.951
31 C -0.695 0.194 1.970
32 C 0.689 0.234 1.876
33 C 1.541 -0.861 2.231
34 C 2.888 -0.634 2.629
35 C 3.693 -1.683 3.060
36 C 3.190 -2.996 3.077
37 C 1.872 -3.246 2.665
38 C 1.055 -2.198 2.248
39 H -1.057 2.115 1.117
40 H -3.188 3.242 0.957
41 H -5.509 3.600 1.798
42 H -6.518 1.968 3.401
43 H -5.218 -0.044 4.110
44 H -2.914 -0.396 3.278
45 H -1.165 -0.729 2.320
46 H 1.157 1.188 1.623
47 H 3.261 0.392 2.615
48 H 4.718 -1.485 3.382
49 H 3.824 -3.820 3.406
50 H 1.478 -4.264 2.671
51 H 0.028 -2.386 1.929

***

[8]
ORCA calculation (ωB97M-V with the def2-TZVPD basis set) on a structure of composition C25H23CoN9P.

Output
HOMO level (alpha / beta) = -13.02 / -13.12 eV
Spin multiplicity = 5
Electronic energy = -86608.974 eV
Charge = +2
Kohn-Sham gap (alpha / beta) = 8.100 / 6.625 eV
⟨S²⟩ = 6.05

CARTESIAN COORDINATES (ANGSTROEM)
1 Co -1.456 0.411 1.202
2 C 4.325 -0.814 2.690
3 C 3.033 -0.548 3.130
4 C 2.039 -0.241 2.215
5 C 2.333 -0.203 0.851
6 C 3.633 -0.469 0.417
7 C 4.626 -0.775 1.336
8 P 1.130 0.264 -0.385
9 C 1.515 -0.607 -1.878
10 C 1.798 -0.188 -3.139
11 C 1.682 -1.064 -4.237
12 C 1.192 -2.381 -4.052
13 C 0.832 -2.838 -2.833
14 C 0.976 -1.995 -1.603
15 C 1.003 2.024 -0.469
16 C 1.993 2.597 -1.237
17 C 2.172 3.992 -1.265
18 C 1.374 4.775 -0.489
19 C 0.374 4.218 0.348
20 C -0.397 5.068 1.178
21 C -1.336 4.550 2.013
22 C -1.557 3.154 2.031
23 C -0.856 2.277 1.239
24 C 0.153 2.818 0.378
25 H 5.101 -1.051 3.407
26 H 2.804 -0.572 4.187
27 H 1.048 -0.012 2.591
28 H 3.873 -0.443 -0.640
29 H 5.631 -0.981 0.994
30 H 2.088 0.835 -3.333
31 H 1.943 -0.716 -5.226
32 H 1.114 -3.036 -4.910
33 H 0.519 -3.867 -2.719
34 H 1.656 -2.515 -0.904
35 H 2.683 1.987 -1.806
36 H 2.943 4.426 -1.885
37 H 1.505 5.850 -0.487
38 H -0.216 6.135 1.141
39 H -1.916 5.202 2.653
40 H -2.331 2.780 2.697
41 N -6.192 0.008 3.283
42 N -5.253 -0.121 2.284
43 N -5.536 -0.724 1.148
44 C -4.351 -0.718 0.555
45 N -3.427 -0.120 1.306
46 N -4.030 0.234 2.448
47 H -7.103 0.005 2.839
48 H -6.001 0.864 3.791
49 H -4.169 -1.128 -0.423
50 N -2.286 -4.081 -2.077
51 C -1.439 -3.814 -1.087
52 N -0.797 -4.820 -0.489
53 N -1.303 -2.563 -0.648
54 C -0.301 -1.752 -0.761
55 N -0.307 -0.570 -0.116
56 H -2.533 -5.021 -2.342
57 H -2.746 -3.318 -2.543
58 H -0.988 -5.784 -0.710
59 H -0.265 -4.626 0.342